Entry 1:
{
  "formula": "C16H16FeO8",
  "method": "ωB97M-V/def2-TZVPD",
  "elements": ["C", "O", "C", "C", "C", "C", "C", "C", "Fe", "C", "O", "C", "O", "C", "O", "H", "H", "H", "H", "H", "H", "H", "H", "H", "C", "C", "C", "O", "C", "O", "C", "C", "O", "O", "H", "H", "H", "H", "H", "H", "H"],
  "coordinates": [[-3.64, 2.73, 1.29], [-2.33, 3.29, 1.18], [-1.18, 2.50, 1.06], [-0.55, 1.84, 2.16], [-0.04, 0.44, 1.86], [0.53, 0.25, 0.47], [0.24, 1.22, -0.47], [-0.46, 2.42, -0.20], [0.40, 3.79, 1.53], [1.43, 3.62, 2.90], [2.35, 3.62, 3.60], [-0.27, 5.32, 1.98], [-0.21, 6.43, 2.31], [1.60, 4.42, 0.42], [2.60, 4.70, -0.11], [-4.28, 3.59, 1.49], [-3.94, 2.27, 0.33], [-3.71, 2.00, 2.11], [-0.96, 2.00, 3.17], [0.69, 0.12, 2.62], [-0.90, -0.26, 1.96], [1.49, -0.27, 0.39], [0.61, 1.09, -1.50], [-0.76, 3.12, -0.99], [-0.20, -4.43, -3.48], [0.42, -3.81, -2.23], [1.70, -4.54, -1.86], [0.69, -2.42, -2.53], [1.29, -1.78, -1.43], [2.20, -1.00, -1.65], [0.71, -2.09, -0.15], [-0.30, -3.10, -0.05], [-0.97, -3.33, 0.94], [-0.56, -3.88, -1.18], [-1.12, -3.90, -3.74], [0.51, -4.34, -4.31], [-0.42, -5.48, -3.30], [2.17, -4.11, -0.97], [1.48, -5.59, -1.68], [2.40, -4.46, -2.71], [1.31, -1.98, 0.76]],
  "nbo_charge": [-0.2361, -0.5437, 0.2238, -0.2852, -0.4800, -0.2083, -0.1806, -0.3110, 0.0383, 0.5201, -0.4964, 0.5149, -0.4853, 0.5216, -0.4737, 0.2046, 0.1794, 0.1787, 0.2370, 0.2263, 0.2414, 0.2465, 0.2321, 0.2430, -0.6270, 0.5220, -0.6673, -0.5234, 0.6977, -0.5261, -0.2591, 0.6935, -0.5244, -0.5091, 0.2335, 0.2272, 0.2256, 0.2171, 0.2340, 0.2360, 0.2424],
  "spin_multiplicity": 5,
  "energy_ev": -67611.6124,
  "s2": 6.073,
  "lumo_energy_ev": [0.38, -3.16],
  "orbital_gap_ev": [6.99, 5.55]
}

***

Entry 2:
{
  "formula": "C16H16I2N3ORb",
  "method": "ωB97M-V/def2-TZVPD",
  "elements": ["Rb", "C", "C", "C", "C", "C", "C", "C", "H", "H", "H", "H", "H", "H", "H", "H", "I", "C", "C", "C", "I", "C", "C", "C", "C", "N", "C", "C", "O", "H", "H", "H", "H", "N", "N", "H", "H", "H", "H"],
  "coordinates": [[-0.23, -1.29, 0.71], [-0.37, 2.45, 2.45], [-0.05, 1.13, 3.08], [1.27, 0.69, 3.18], [1.58, -0.55, 3.73], [0.56, -1.38, 4.18], [-0.76, -0.95, 4.10], [-1.05, 0.29, 3.56], [-1.32, 2.84, 2.80], [-0.44, 2.36, 1.36], [0.40, 3.19, 2.66], [2.07, 1.34, 2.83], [2.61, -0.87, 3.79], [0.80, -2.35, 4.61], [-1.56, -1.59, 4.45], [-2.09, 0.61, 3.49], [-1.97, -2.37, -4.45], [-0.74, -0.75, -4.00], [-0.49, 0.22, -4.98], [0.30, 1.30, -4.70], [0.62, 2.70, -6.22], [0.87, 1.47, -3.42], [1.68, 2.56, -3.04], [2.18, 2.64, -1.77], [1.86, 1.62, -0.86], [1.11, 0.59, -1.16], [0.62, 0.48, -2.43], [-0.22, -0.70, -2.70], [-0.44, -1.57, -1.81], [-0.93, 0.11, -5.96], [1.90, 3.33, -3.76], [2.80, 3.47, -1.47], [2.24, 1.67, 0.16], [-2.50, -3.17, -0.02], [-1.62, -3.97, 0.79], [-3.25, -3.72, -0.41], [-1.96, -2.80, -0.80], [-1.40, -4.86, 0.35], [-2.09, -4.16, 1.66]],
  "nbo_charge": [0.9526, -0.6399, -0.0262, -0.1846, -0.2176, -0.2404, -0.2144, -0.2409, 0.2223, 0.2308, 0.2233, 0.2082, 0.2200, 0.2219, 0.2209, 0.2200, 0.1035, -0.2857, -0.2121, -0.2159, 0.1079, -0.1338, -0.1368, -0.2700, 0.0236, -0.4698, 0.1506, 0.3532, -0.8305, 0.2304, 0.2256, 0.2172, 0.1741, -0.7049, -0.7010, 0.3413, 0.3882, 0.3421, 0.3467],
  "e_above_lowest_kj_mol": 4.7,
  "energy_ev": -40226.6801,
  "lumo_energy_ev": -0.11,
  "orbital_gap_ev": 6.55
}

***

Entry 3:
{
  "formula": "C16H16N2O2",
  "method": "ωB97M-V/def2-TZVPD",
  "elements": ["C", "H", "O", "C", "C", "C", "C", "C", "C", "C", "C", "C", "O", "N", "H", "C", "C", "N", "C", "C", "C", "C", "H", "H", "H", "H", "H", "H", "H", "H", "H", "H", "H", "H", "H", "H"],
  "coordinates": [[2.11, 1.49, -2.51], [1.12, 1.87, -2.24], [2.02, 0.45, -3.46], [0.88, -0.29, -3.57], [0.57, -0.70, -4.87], [-0.59, -1.39, -5.15], [-1.49, -1.65, -4.13], [-1.19, -1.27, -2.84], [0.01, -0.63, -2.52], [0.30, -0.44, -1.11], [1.48, -0.73, -0.55], [1.80, -0.51, 0.88], [2.88, -0.10, 1.25], [0.80, -0.83, 1.75], [-0.12, -1.05, 1.40], [0.86, -0.48, 3.14], [-0.39, 0.25, 3.57], [-1.41, 0.24, 2.71], [-2.53, 0.86, 3.05], [-2.70, 1.52, 4.26], [-1.64, 1.53, 5.15], [-0.47, 0.89, 4.80], [0.38, 0.87, 5.47], [-1.73, 2.03, 6.10], [-3.63, 2.01, 4.49], [-3.32, 0.81, 2.31], [1.75, 0.14, 3.29], [0.97, -1.38, 3.76], [2.31, -1.06, -1.15], [-0.53, -0.11, -0.49], [-1.88, -1.50, -2.04], [-2.42, -2.15, -4.35], [-0.80, -1.69, -6.16], [1.28, -0.45, -5.65], [2.63, 1.17, -1.60], [2.68, 2.28, -2.99]],
  "nbo_charge": [-0.2471, 0.1787, -0.5230, 0.3928, -0.2727, -0.1907, -0.2408, -0.1642, -0.1795, -0.1700, -0.2660, 0.6370, -0.6275, -0.6034, 0.4179, -0.2638, 0.2115, -0.4626, 0.0502, -0.2669, -0.1574, -0.2465, 0.2204, 0.2192, 0.2222, 0.1931, 0.2483, 0.2073, 0.2258, 0.2119, 0.2088, 0.2140, 0.2149, 0.2238, 0.1935, 0.1906],
  "smiles": "COc1ccccc1/C=C/C(=O)NCc1ccccn1",
  "e_above_lowest_kj_mol": 170.3,
  "energy_ev": -23926.3535,
  "lumo_energy_ev": 0.72,
  "orbital_gap_ev": 9.23
}

***

Entry 4:
{
  "formula": "C16H16N2O7",
  "method": "ωB97M-V/def2-TZVPD",
  "elements": ["O", "O", "O", "O", "O", "O", "O", "C", "C", "C", "C", "C", "C", "C", "C", "C", "N", "N", "C", "C", "C", "C", "C", "C", "C", "H", "H", "H", "H", "H", "H", "H", "H", "H", "H", "H", "H", "H", "H", "H", "H"],
  "coordinates": [[-1.65, 1.06, -0.10], [-1.41, 1.23, -3.48], [-0.67, -1.88, 0.86], [5.57, 5.56, 2.31], [5.94, 4.06, 3.88], [0.62, 1.34, 0.03], [-1.24, -4.79, -1.07], [-0.52, 0.84, -0.50], [-1.51, 0.28, -2.72], [-1.01, -2.02, -0.31], [3.61, 2.76, 3.32], [3.21, 4.34, 1.52], [2.45, 2.07, 2.95], [2.05, 3.65, 1.15], [4.04, 3.91, 2.57], [1.68, 2.49, 1.84], [-0.54, -1.47, -1.47], [5.25, 4.54, 2.95], [0.44, 1.73, 1.43], [-0.38, -0.01, -1.72], [-3.54, -4.67, -1.47], [-2.36, -0.96, -2.94], [-2.24, -2.61, -0.92], [-2.41, -4.08, -0.66], [-1.62, -2.10, -2.24], [-1.26, -5.76, -0.88], [4.14, 2.40, 4.16], [3.54, 5.17, 0.92], [2.23, 1.16, 3.49], [1.46, 4.02, 0.33], [0.33, 0.81, 2.04], [-0.45, 2.33, 1.61], [0.59, 0.17, -2.20], [-3.56, -5.74, -1.34], [-4.45, -4.23, -1.08], [-3.47, -4.46, -2.54], [-2.44, -1.18, -4.03], [-3.37, -0.77, -2.54], [-3.12, -2.03, -0.61], [-2.62, -4.28, 0.40], [-1.31, -2.86, -2.95]],
  "nbo_charge": [-0.5808, -0.4957, -0.5742, -0.3729, -0.3759, -0.4868, -0.7439, 0.8052, 0.6178, 0.7138, -0.1699, -0.1816, -0.2125, -0.1990, 0.0802, -0.0029, -0.4152, 0.4820, -0.1095, -0.2511, -0.6165, -0.5443, -0.3371, 0.1055, -0.0318, 0.4837, 0.2429, 0.2439, 0.2256, 0.2284, 0.2154, 0.2254, 0.2472, 0.2084, 0.2057, 0.2077, 0.2551, 0.2521, 0.2513, 0.1829, 0.2215],
  "e_above_lowest_kj_mol": 181.8,
  "energy_ev": -34160.2603,
  "lumo_energy_ev": -0.97,
  "orbital_gap_ev": 8.91
}

***

Entry 5:
{
  "formula": "C16H16N2O9S",
  "method": "ωB97M-V/def2-TZVPD",
  "elements": ["C", "C", "C", "C", "N", "C", "C", "C", "S", "O", "O", "C", "O", "N", "O", "C", "C", "C", "C", "O", "C", "C", "C", "O", "H", "H", "H", "H", "H", "H", "H", "H", "H", "H", "H", "H", "H", "H", "H", "H", "C", "O", "O", "O"],
  "coordinates": [[-3.34, 0.73, -2.70], [-1.92, 0.72, -2.13], [-1.05, -0.44, -2.65], [0.43, -0.08, -2.91], [1.36, -0.31, -1.80], [0.81, -0.24, -0.51], [0.62, 0.99, 0.07], [0.97, 2.32, -0.55], [2.58, 2.46, -1.36], [2.36, 2.52, -2.79], [3.53, 1.48, -0.94], [0.03, 1.05, 1.32], [-0.21, 2.28, 1.92], [0.56, 2.41, 3.18], [1.68, 2.19, 3.01], [-0.37, -0.06, 2.00], [-0.17, -1.29, 1.44], [0.43, -1.41, 0.16], [0.58, -2.75, -0.42], [0.92, -2.99, -1.59], [0.27, -3.92, 0.43], [-0.30, -3.82, 1.64], [-0.62, -2.49, 2.18], [-1.27, -2.36, 3.22], [-3.28, 0.86, -3.79], [-3.94, -0.13, -2.40], [-3.85, 1.61, -2.31], [-2.02, 0.59, -1.04], [-1.41, 1.68, -2.26], [-1.19, -1.35, -2.06], [-1.48, -0.68, -3.64], [0.46, 0.96, -3.27], [0.77, -0.71, -3.74], [1.92, -1.13, -1.95], [1.00, 3.04, 0.28], [0.20, 2.70, -1.23], [3.08, 3.69, -1.03], [-0.85, 0.04, 2.97], [0.48, -4.90, 0.03], [-0.55, -4.69, 2.23], [0.75, 0.34, 5.78], [1.78, -0.32, 6.08], [-0.32, -0.21, 5.27], [0.65, 1.62, 5.90]],
  "nbo_charge": [-0.6022, -0.4043, -0.4240, -0.2034, -0.6701, 0.2915, -0.2006, -0.6718, 2.0322, -0.9832, -0.9270, 0.3662, -0.5018, 0.4767, -0.2233, -0.2431, -0.0901, -0.1543, 0.4663, -0.6513, -0.2833, -0.2149, 0.4175, -0.4978, 0.1873, 0.2049, 0.1990, 0.2137, 0.1858, 0.2255, 0.1843, 0.1828, 0.1969, 0.4036, 0.2679, 0.2433, -0.0341, 0.3127, 0.2021, 0.2107, 0.9107, -0.8176, -0.7697, -0.8134],
  "energy_ev": -49088.3277,
  "charge": -2,
  "lumo_energy_ev": 3.80,
  "orbital_gap_ev": 2.84
}